The following is a DFT calculation (ωB97M-V/def2-TZVPD) of a structure of composition C5H4NRuSTe4.

Structure (XYZ):
```
16
Properties=species:S:1:pos:R:3:forces:R:3
Ru 0.97252 -1.96460 0.77320 -0.1 0.0 -0.1
Te 1.48849 -3.32842 -1.39074 0.0 0.0 0.0
Te 3.44478 -2.19020 -0.13319 0.0 0.0 0.0
Te 2.08098 -1.63675 3.13541 0.1 0.0 0.1
Te -0.36001 -2.47386 2.95676 0.0 0.0 0.0
S -1.25964 -2.03537 -0.16826 0.0 0.0 0.0
C -0.96953 -0.31569 -0.34970 0.0 0.0 0.0
C -1.83023 0.62759 -0.89753 0.0 0.0 0.0
C -1.39197 1.93615 -0.95166 0.0 0.0 0.0
C -0.12864 2.27617 -0.46867 0.0 0.0 0.0
C 0.66420 1.28383 0.06168 -0.1 0.0 0.0
N 0.24138 0.01413 0.11698 0.1 0.0 0.0
H -2.80283 0.33119 -1.26344 0.0 0.0 0.0
H -2.03275 2.70024 -1.37155 0.0 0.0 0.0
H 0.23093 3.29387 -0.50481 0.0 0.0 0.0
H 1.65231 1.48173 0.45553 0.0 0.0 0.0
```
Positions in Å, forces in eV/Å.

Values from the calculation:
* <S²>: 6.0446
* F_max: 0.158 eV/Å
* total energy: -1812.6373 hartree
* multiplicity: 5
* charge: +1
* E_HOMO (alpha / beta): -11.463 / -11.507 eV
* E_LUMO (alpha / beta): -4.77 / -5.71 eV
* energy above the lowest of the compared OMol25 structures with the same formula, charge and spin: 0.0 kJ/mol

Atom charges from the Mulliken analysis, given in e for atoms 1 to 8: -0.074 0.231 0.183 0.180 0.235 -0.310 0.925 -0.836